No. 1
Molecular formula: C4H5FO
Method: DFT, the ωB97M-V functional and the def2-TZVPD basis

The geometry in XYZ format:
```
11
Properties=species:S:1:pos:R:3:forces:R:3:nbo_charge:R:1
C -1.175779 1.239107 0.043773 1.50 -2.89 -1.17 -0.5002
C -0.846415 -0.021062 -0.273210 -1.99 0.73 -0.06 0.3897
F -1.869719 -0.965940 -0.128265 1.13 0.62 -0.63 -0.3557
C 0.432726 -0.602472 -0.616989 2.63 -0.13 -0.75 -0.0469
C 1.294530 -0.500734 0.565838 1.44 -1.37 -1.01 -0.0994
O 1.499782 0.469364 -0.589931 -1.25 -3.01 1.99 -0.4806
H -2.202484 1.196529 0.039294 -2.42 1.30 0.87 0.2261
H -0.496671 2.048579 0.064628 0.26 0.63 -0.14 0.2393
H 0.622915 -1.407207 -1.419000 -0.73 1.44 1.43 0.2344
H 0.742913 -0.111698 1.375701 -0.07 0.89 0.93 0.1915
H 1.998205 -1.344463 0.938157 -0.51 1.80 -1.46 0.2019
```
Forces are in eV/Å.

The energy above the lowest of the compared OMol25 structures with the same formula, charge and spin is 2.338 eV. Its highest occupied orbital energy is -9.668 eV. Its HOMO-LUMO gap is 10.72 eV. Its SMILES is C=C(F)[C@@H]1CO1. The charge is 0. As for the multiplicity: 1.



No. 2
Molecular formula: C4H5FO2
Method: DFT, the ωB97M-V functional and the def2-TZVPD basis

The geometry in XYZ format:
```
12
Properties=species:S:1:pos:R:3:forces:R:3:nbo_charge:R:1
C 0.629074 0.572461 1.580160 1.38 1.14 0.92 -0.0862
C -0.543447 0.155773 1.179425 1.50 -2.65 -3.83 0.1838
C -0.960013 -0.982966 -1.114279 -0.07 0.59 2.14 0.6979
C 0.271682 -0.808412 -1.937951 -2.20 -1.59 -2.30 -0.7455
O -2.056833 -1.354824 -1.165777 0.53 0.08 -0.39 -0.4460
O 0.915221 1.575978 2.493851 -0.12 0.29 0.45 -0.7072
F -1.708240 0.623681 1.443700 -1.94 1.18 1.00 -0.3299
H 1.627009 0.222571 1.332433 -0.69 -0.84 -0.69 0.1930
H 0.151455 -1.220185 -3.051607 0.24 0.83 2.47 0.2395
H 1.041330 -1.259700 -1.386711 1.25 -0.69 0.50 0.2626
H 0.399740 0.229559 -1.902152 0.53 1.64 -0.27 0.2648
H 0.233024 2.246065 2.528909 -0.41 0.03 0.01 0.4732
```
Forces are in eV/Å.

The energy above the lowest of the compared OMol25 structures with the same formula, charge and spin is 5.091 eV. Its highest occupied orbital energy (spin up / spin down) is -7.979 / -8.455 eV. Its HOMO-LUMO gap (spin up / spin down) is 8.04 / 8.58 eV. The charge is 0. As for the multiplicity: 1.



No. 3
Molecular formula: C4H5FOS
Method: DFT, the ωB97M-V functional and the def2-TZVPD basis

The geometry in XYZ format:
```
12
Properties=species:S:1:pos:R:3:forces:R:3:nbo_charge:R:1
C -0.287468 2.978671 -0.461261 -1.59 1.06 -0.52 -0.4600
C -0.519241 1.689463 -0.128534 1.75 0.80 -1.67 0.1003
O 0.235015 0.623957 -0.659366 0.16 1.48 0.06 -0.5012
C 0.457668 -0.530432 0.040105 -3.60 3.88 0.04 0.0990
S 1.342912 -1.554902 -0.694065 2.06 -2.86 -0.62 0.1237
C -0.388246 -0.630140 1.320907 -1.35 -0.52 -2.15 -0.0542
F -1.839114 -0.938502 1.021226 2.49 1.61 0.23 -0.3841
H 0.268727 3.571118 -1.240731 0.50 -1.97 0.80 0.2381
H -1.000318 3.783961 -0.146942 0.21 -1.38 0.53 0.2134
H -1.313868 1.283933 0.431957 -1.00 0.47 0.88 0.1953
H -0.107563 -1.591028 1.544832 0.84 -1.87 2.31 0.2170
H -0.237953 0.239947 1.972514 -0.47 -0.70 0.11 0.2126
```
Forces are in eV/Å.

The energy above the lowest of the compared OMol25 structures with the same formula, charge and spin is 2.598 eV. Its highest occupied orbital energy is -9.448 eV. Its HOMO-LUMO gap is 9.01 eV. Its SMILES is C=COC(=S)CF. The charge is 0. As for the multiplicity: 1.



No. 4
Molecular formula: C4H5FS
Method: DFT, the ωB97M-V functional and the def2-TZVPD basis

The geometry in XYZ format:
```
11
Properties=species:S:1:pos:R:3:forces:R:3:nbo_charge:R:1
F -2.937988 -0.577350 -0.432686 0.11 0.37 -0.02 -0.3340
C -1.729405 0.003600 -0.284267 1.82 -1.22 0.78 0.2401
C -0.698992 -0.743692 0.188163 -1.49 0.95 -1.18 -0.2830
C 0.689125 -0.291298 0.444170 -1.20 -0.05 1.64 -0.3517
C 1.417601 0.770798 -0.259337 1.17 -0.06 2.90 -0.4784
S 2.092502 -0.884587 -0.475416 0.49 -0.04 -0.25 0.1487
H -1.696314 1.061048 -0.546839 -0.12 -0.33 -0.03 0.1725
H -0.910180 -1.773415 0.452017 -0.10 -0.02 -0.06 0.2226
H 0.831388 -0.303045 1.549583 0.31 0.04 -0.84 0.2280
H 1.050183 1.254750 -1.072506 -1.28 0.93 -2.44 0.2153
H 1.892084 1.483190 0.437123 0.30 -0.57 -0.51 0.2198
```
Forces are in eV/Å.

The energy above the lowest of the compared OMol25 structures with the same formula, charge and spin is 0.971 eV. Its highest occupied orbital energy is -9.068 eV. Its HOMO-LUMO gap is 9.98 eV. Its SMILES is F/C=C/[C@@H]1CS1. The charge is 0. As for the multiplicity: 1.



No. 5
Molecular formula: C4H5GaO2
Method: DFT, the ωB97M-V functional and the def2-TZVPD basis

The geometry in XYZ format:
```
12
Properties=species:S:1:pos:R:3:forces:R:3:nbo_charge:R:1
H 1.739632 -3.643536 -1.107090 0.24 -0.15 -0.13 0.5124
O 0.959897 -3.338809 -0.634877 -0.77 0.77 -0.04 -0.6602
C 0.533296 -2.115436 -1.196753 0.11 -1.71 -0.81 -0.1856
C -0.811030 -1.774984 -0.705512 0.28 1.48 2.12 0.2334
C -1.642980 -1.266260 0.072030 -0.37 -0.83 -2.35 -0.0990
H 0.498300 -2.173126 -2.298545 0.10 0.21 0.03 0.2556
H 1.224075 -1.293816 -0.939553 -0.53 0.29 0.13 0.2999
H -2.062042 -0.674937 0.872299 -0.25 -0.18 -0.06 0.3366
C -2.921676 -2.025972 -1.508360 3.05 -0.94 0.74 0.1733
O -2.906847 -1.464246 -2.681459 2.97 -0.20 0.37 -0.7489
Ga -4.607849 -1.217187 -2.572778 -4.09 0.88 -0.23 1.6201
H -2.755984 -3.121311 -1.412468 -0.75 0.37 0.23 0.2623
```
Forces are in eV/Å.

The energy above the lowest of the compared OMol25 structures with the same formula, charge and spin is 0.494 eV. Its highest occupied orbital energy (spin up / spin down) is -18.302 / -18.293 eV. Its HOMO-LUMO gap (spin up / spin down) is 5.73 / 4.24 eV. The charge is +2. As for the multiplicity: 1.



No. 6
Molecular formula: C4H5I
Method: DFT, the ωB97M-V functional and the def2-TZVPD basis

The geometry in XYZ format:
```
10
Properties=species:S:1:pos:R:3:forces:R:3:nbo_charge:R:1
C 1.165022 0.369800 0.103470 -2.55 -1.79 -0.45 0.1771
C 0.741990 1.571996 -0.141547 0.27 2.63 -0.30 -0.6178
C 0.262100 -1.063016 0.347976 2.34 0.54 1.23 -0.5742
C -1.103029 -1.256761 -0.232800 1.46 2.35 1.93 -0.2442
I -2.584566 0.149303 0.230699 0.02 -0.50 0.24 0.1394
H -0.372259 1.867216 -0.120838 1.67 -0.54 -0.12 0.2355
H 1.492536 2.454869 -0.339186 -1.51 -1.82 0.46 0.2457
H 0.969518 -1.817251 -0.040182 -0.58 0.12 0.00 0.2369
H 0.403640 -1.088498 1.442425 -0.71 -0.30 -0.35 0.2366
H -0.974952 -1.187657 -1.250020 -0.41 -0.70 -2.63 0.1652
```
Forces are in eV/Å.

The energy above the lowest of the compared OMol25 structures with the same formula, charge and spin is 4.140 eV. Its highest occupied orbital energy (spin up / spin down) is -9.185 / -8.860 eV. Its HOMO-LUMO gap (spin up / spin down) is 8.03 / 8.13 eV. The charge is 0. As for the multiplicity: 1.



No. 7
Molecular formula: C4H5I
Method: DFT, the ωB97M-V functional and the def2-TZVPD basis

The geometry in XYZ format:
```
10
Properties=species:S:1:pos:R:3:forces:R:3:nbo_charge:R:1
C 0.156746 -0.795797 -1.080612 -0.19 0.35 1.57 -0.5573
C 0.638938 -0.067304 -0.057090 0.49 0.95 0.28 0.0175
C 1.573606 0.949707 0.486838 -1.01 -1.58 -1.15 -0.1626
C 0.634224 0.498288 1.304374 0.86 0.13 -1.69 -0.1542
H -0.649705 -1.482886 -0.917259 -0.28 -0.27 0.34 0.1785
H 0.365383 -0.724660 -2.119179 1.00 0.33 -0.49 0.2134
H 2.455806 1.480372 0.151478 -0.31 0.25 0.57 0.2413
H 0.208107 0.671194 2.265239 -0.28 -0.33 0.44 0.2333
I -3.179463 0.342140 0.138309 -0.39 0.33 0.16 -0.1056
H -2.203638 -0.871058 -0.172101 0.11 -0.16 -0.03 0.0955
```
Forces are in eV/Å.

The energy above the lowest of the compared OMol25 structures with the same formula, charge and spin is 2.377 eV. Its highest occupied orbital energy is -8.355 eV. Its HOMO-LUMO gap is 9.13 eV. Its SMILES is C=C1C=C1.I. The charge is 0. As for the multiplicity: 1.



No. 8
Molecular formula: C4H5I3
Method: DFT, the ωB97M-V functional and the def2-TZVPD basis

The geometry in XYZ format:
```
12
Properties=species:S:1:pos:R:3:forces:R:3:nbo_charge:R:1
C 0.116048 3.271148 -1.938885 -0.77 -0.94 -2.47 -0.3957
C -1.880340 1.238619 1.984158 1.64 2.71 5.51 -0.4471
C 0.866324 2.180763 -1.900686 -0.21 1.27 1.03 -0.3286
C -2.238395 0.813168 0.756052 -1.02 -2.86 -6.30 -0.4194
I 1.530556 1.341631 -0.086513 -0.06 0.26 -0.34 0.1208
I -1.833020 -1.202377 0.202749 -0.24 1.30 0.27 0.2274
I -3.428436 1.977232 -0.514295 -0.07 -0.48 0.57 0.2291
H -0.471139 3.669832 -2.816026 1.42 -0.66 0.42 0.2154
H -0.186971 3.753553 -1.095550 -0.68 1.09 2.56 0.1925
H -1.538353 0.576077 2.776886 -0.68 0.13 0.00 0.2052
H -1.740753 2.330090 2.132549 0.41 -0.82 -0.09 0.1947
H 1.297523 1.751410 -2.748355 0.27 -1.00 -1.16 0.2056
```
Forces are in eV/Å.

The energy above the lowest of the compared OMol25 structures with the same formula, charge and spin is 0.000 eV. Its highest occupied orbital energy (spin up / spin down) is -6.042 / -8.999 eV. Its HOMO-LUMO gap (spin up / spin down) is 5.81 / 6.37 eV. The charge is 0. As for the multiplicity: 3.



No. 9
Molecular formula: C4H5I3NO3
Method: DFT, the ωB97M-V functional and the def2-TZVPD basis

The geometry in XYZ format:
```
16
Properties=species:S:1:pos:R:3:forces:R:3:nbo_charge:R:1
C 2.939896 -0.309188 2.450285 -2.27 0.25 2.03 1.0297
C -0.822874 0.877827 0.127572 -3.13 0.32 -1.10 -0.6364
C -0.495767 -0.011574 -1.065353 0.44 2.24 -1.17 -0.0507
C 0.514316 -0.853777 -0.487221 1.92 0.41 -1.71 0.3288
N 0.427145 -1.847780 0.181503 -0.14 -2.75 1.46 -0.5703
O 4.038639 -0.545201 2.289980 2.65 -0.48 -1.18 -0.5100
O 1.874524 -0.103607 2.866084 -0.35 0.20 -0.83 -0.5254
O 0.030850 0.665697 -2.214981 -0.39 0.64 -0.30 -0.7402
I 2.673663 -0.012779 -1.053294 -1.15 -0.70 0.75 -0.0559
I -4.908112 0.818911 -0.657703 0.19 -0.05 -0.03 -0.9913
I -1.511163 -2.824810 0.335863 1.13 0.71 0.03 0.2741
H -1.348198 0.231350 0.851481 0.08 0.62 -0.14 0.2376
H -1.553302 1.581678 -0.321404 -0.15 -0.28 0.74 0.2509
H -0.102560 1.494615 0.604535 1.37 -0.05 0.08 0.2226
H -1.322506 -0.647864 -1.385485 -0.30 0.27 0.29 0.2390
H -0.434547 1.486499 -2.521863 0.09 -1.35 1.07 0.4974
```
Forces are in eV/Å.

The energy above the lowest of the compared OMol25 structures with the same formula, charge and spin is 0.000 eV. Its highest occupied orbital energy is -3.789 eV. Its HOMO-LUMO gap is 4.29 eV. The charge is -1. As for the multiplicity: 1.



No. 10
Molecular formula: C4H5IN2O
Method: DFT, the ωB97M-V functional and the def2-TZVPD basis

The geometry in XYZ format:
```
13
Properties=species:S:1:pos:R:3:forces:R:3:nbo_charge:R:1
C -1.769912 -0.079767 -0.134512 2.36 4.09 0.97 -0.2479
C -0.746738 -0.898049 0.129333 -1.44 -0.77 -2.02 0.3698
C 0.469174 1.009905 0.054143 -0.47 -0.63 -0.78 0.4572
C 1.871518 1.482855 0.036933 -1.62 0.32 2.46 -0.6560
N -0.608266 1.628930 -0.041044 -2.46 -2.67 -0.01 -0.3956
N -0.808054 -2.277554 0.096891 0.66 0.36 0.87 -0.8118
O 0.489831 -0.393833 0.052994 0.49 -0.17 0.88 -0.4840
I -3.775487 0.143064 -0.020144 0.34 -0.25 0.01 0.2794
H 2.383816 0.816632 -0.538908 1.86 -1.67 -1.37 0.2287
H 1.972486 2.452516 -0.297533 -0.04 2.03 -1.02 0.2335
H 2.202788 1.513075 1.068040 0.46 -0.38 0.19 0.2324
H -1.695623 -2.684614 -0.123997 -0.06 -0.05 -0.15 0.3967
H 0.014462 -2.713166 -0.282196 -0.09 -0.21 -0.04 0.3977
```
Forces are in eV/Å.

The energy above the lowest of the compared OMol25 structures with the same formula, charge and spin is 2.467 eV. Its highest occupied orbital energy is -8.284 eV. Its HOMO-LUMO gap is 8.69 eV. The charge is 0. As for the multiplicity: 1.